This record from the OMol25 dataset describes a structure of composition C18H44ClFeNO2P2 at a distorted geometry. The level of theory is ωB97M-V with the def2-TZVPD basis set.

Cartesian coordinates (Å):
Fe 0.224 -0.032 0.204
P -0.242 -2.368 -0.271
C 0.747 -3.145 -1.653
C -0.031 -3.573 1.152
C -1.987 -2.665 -0.857
C 2.116 -2.484 -1.814
H 0.141 -2.896 -2.544
C 0.914 -4.675 -1.601
H 1.644 -4.982 -0.840
H 1.315 -4.991 -2.575
H -0.023 -5.218 -1.448
H 2.016 -1.462 -2.201
H 2.697 -3.068 -2.541
H 2.685 -2.448 -0.873
H -2.012 -2.084 -1.795
C -3.029 -2.074 0.098
C -2.320 -4.126 -1.194
H -1.788 -4.477 -2.083
H -3.393 -4.215 -1.413
H -2.114 -4.802 -0.353
H -2.629 -1.368 0.837
H -3.574 -2.866 0.630
H -3.774 -1.511 -0.479
C 1.413 -3.588 1.639
H -0.276 -4.568 0.747
C -0.978 -3.283 2.314
H 2.117 -3.949 0.885
H 1.485 -4.252 2.511
H 1.716 -2.585 1.958
H -0.945 -2.223 2.593
H -0.661 -3.862 3.192
H -2.011 -3.567 2.098
Cl 0.653 -0.166 2.354
H 0.899 0.105 -1.307
H 0.020 0.018 -1.443
P 0.403 2.331 -0.156
C -0.689 3.244 -1.355
C 0.440 3.475 1.316
C 2.064 2.544 -0.964
C -2.064 2.589 -1.475
H -0.171 3.104 -2.319
C -0.845 4.754 -1.111
H -1.431 4.967 -0.208
H -1.391 5.183 -1.962
H 0.109 5.286 -1.046
H -1.990 1.542 -1.795
H -2.649 3.137 -2.229
H -2.625 2.614 -0.530
H 1.909 2.039 -1.934
C 3.186 1.810 -0.214
C 2.399 4.017 -1.233
H 1.722 4.458 -1.973
H 3.420 4.083 -1.635
H 2.368 4.617 -0.311
H 2.799 1.091 0.529
H 3.861 2.512 0.299
H 3.788 1.240 -0.936
C -0.893 3.379 2.057
H 0.541 4.498 0.919
C 1.610 3.251 2.275
H -1.748 3.735 1.466
H -0.835 3.997 2.966
H -1.130 2.344 2.350
H 1.624 2.218 2.649
H 1.481 3.918 3.141
H 2.581 3.484 1.822
O -2.766 0.808 3.645
N -3.156 0.329 2.569
O -2.933 0.850 1.457

Values from the calculation:
- ⟨S²⟩: 8.871
- Kohn-Sham gap (spin up / spin down): 3.480 / 6.812 eV
- Net charge: -1
- Energy above the lowest of the compared OMol25 structures with the same formula, charge and spin: 0.0 kcal per mole
- 2S+1: 6

Taken from the Löwdin analysis, the atomic charges in e are:
1. Fe -0.187
2. P 1.013
3. C -0.534
4. C -0.543
5. C -0.534
6. C -0.145
7. H 0.105
8. C -0.128
9. H 0.067
10. H 0.075
11. H 0.047
12. H 0.043
13. H 0.070
14. H 0.073
15. H 0.096
16. C -0.132
17. C -0.131
18. H 0.056
19. H 0.075
20. H 0.071
21. H 0.025
22. H 0.071
23. H 0.080
24. C -0.140
25. H 0.083
26. C -0.124
27. H 0.046
28. H 0.077
29. H 0.023
30. H 0.024
31. H 0.076
32. H 0.062
33. Cl 0.096
34. H -0.011
35. H 0.011
36. P 1.000
37. C -0.532
38. C -0.544
39. C -0.550
40. C -0.130
41. H 0.100
42. C -0.130
43. H 0.071
44. H 0.075
45. H 0.048
46. H 0.057
47. H 0.071
48. H 0.067
49. H 0.088
50. C -0.135
51. C -0.127
52. H 0.058
53. H 0.074
54. H 0.071
55. H 0.039
56. H 0.068
57. H 0.072
58. C -0.118
59. H 0.078
60. C -0.130
61. H 0.061
62. H 0.081
63. H 0.043
64. H 0.013
65. H 0.077
66. H 0.051
67. O -0.204
68. N -0.372
69. O -0.250